This record from OMol25 describes a 2-piece molecular cluster, C4H11N3O2 overall. The level of theory is ωB97M-V with the def2-TZVPD basis set.

Each line ends with the Mulliken charge.
Cartesian coordinates (Å):
C 1.18249 1.29917 -2.06156  -0.730
N -0.07300 1.69599 -1.40024  -0.558
C -0.96234 0.85197 -1.19476  0.659
N -0.81501 -0.59436 -1.40298  -0.632
N -2.27910 1.11308 -0.74707  -0.472
H 1.44263 0.26276 -1.84428  0.292
H 1.89809 1.97417 -1.57615  0.250
H 1.17763 1.45040 -3.12953  0.305
H -1.51779 -1.10736 -0.88344  0.240
H -0.94647 -0.87676 -2.36747  0.196
H -2.54357 2.03819 -0.45209  0.245
H -2.58066 0.35024 -0.15952  0.214
C 1.07668 -1.35103 3.00159  -0.980
C 0.24934 -0.80692 1.84859  0.704
O -0.93651 -0.67769 1.73735  -0.530
O 1.10200 -0.51661 0.82338  -0.457
H 0.78154 -0.91724 3.95473  0.323
H 2.11357 -1.01288 2.87827  0.299
H 0.98442 -2.45033 2.98838  0.240
H 0.64608 -0.72478 -0.01319  0.392

Its SMILES is CN=C(N)N.CC(=O)O. The value obtained for the gap between HOMO and LUMO is 0.368 Eh. As for the net charge: 0. The LUMO energy is 0.81 eV.